Record 1
A structure of composition C33H55Br12NO24S in a non-equilibrium geometry, computed with wB97M-V/def2-TZVPD.

Its spin multiplicity is 1. As for the net charge: -2. As for the highest occupied orbital energy: 0.4 eV. As for the frontier orbital gap: 1.88 eV. As for the max |F|: 6.3 eV/Å.

Geometry as XYZ:
```
126
C33H55Br12NO24S (wB97M-V/def2-TZVPD)
O 5.710 -1.466 -1.785
Br -6.431 -2.814 -2.040
H 6.569 2.968 -2.520
C 0.151 -4.467 6.183
Br -4.755 -3.977 -4.513
Br -7.613 -5.250 -3.779
H 3.285 1.809 -1.294
H 6.376 -3.094 0.967
O 2.060 0.530 -4.090
C 4.163 1.359 -0.830
C 5.364 -0.332 -1.492
H -3.316 -3.107 -0.060
O -2.429 -1.101 -0.076
H 4.705 -3.445 1.517
H -7.022 -2.871 -4.587
O 6.160 0.745 -1.683
H -4.236 -1.792 -0.532
Br -2.128 -6.519 -1.001
O -3.989 3.401 -1.618
C -3.711 3.985 -0.579
O -1.912 -2.410 -5.356
O 3.143 4.901 -0.248
O 0.954 -0.953 -3.003
C 2.134 -3.812 3.504
H 1.448 -1.781 1.085
O 1.789 -2.589 3.734
C -1.295 -1.182 0.832
H -0.080 -1.995 4.249
Br -8.652 0.875 0.080
Br -5.333 0.785 -0.152
H 4.205 1.475 0.253
C 1.603 -1.696 -4.048
H -1.999 3.927 1.756
C -6.574 -3.550 -3.861
O 4.162 0.016 -1.117
C -3.465 -2.057 0.192
Br -4.221 0.227 5.807
C -0.259 1.373 4.627
C -0.029 -0.340 0.445
H 0.058 -5.844 -1.717
H 0.952 -4.162 6.856
H -0.743 2.110 5.268
H 0.972 -1.994 5.595
H 4.874 -2.125 0.425
O -2.503 -0.297 -5.602
C -0.664 -5.274 -1.133
H -3.898 6.271 1.196
Br -1.158 -3.581 -2.073
C 1.174 0.314 -3.075
H -0.072 -5.532 6.245
H -3.232 2.275 -6.300
H -1.090 6.344 1.858
C 2.151 -0.618 -4.900
H -7.054 2.632 -0.795
O 5.437 0.655 2.594
C -6.970 1.986 0.079
O 3.005 -4.181 2.715
H -3.794 2.644 -4.707
C 6.243 -0.382 2.100
H 1.085 -0.630 2.299
S 2.407 4.144 0.763
H -0.411 -4.286 4.088
C -2.403 -1.404 -4.888
H -1.685 6.574 0.250
N -0.309 1.186 0.731
Br -6.856 3.148 1.697
O -2.899 -1.240 -3.624
H 6.502 -0.123 1.073
H 3.739 -1.346 -6.100
H -2.762 0.428 -2.550
H 4.197 -1.145 -4.376
C 0.404 -3.985 4.747
H -1.679 1.088 -4.448
H 6.135 2.266 -0.460
H 0.905 -2.203 -4.714
H -3.773 -2.107 1.236
H -0.398 5.433 0.610
H -0.300 1.356 1.727
C -2.682 0.738 -4.690
H 5.068 3.845 -1.965
Br -3.570 1.404 2.927
C 5.492 2.920 -2.356
C 0.765 -2.537 4.673
C -1.364 5.804 0.951
C -3.236 0.116 -3.481
Br -5.643 -0.936 3.102
H 5.875 -2.120 3.291
H 2.089 -0.105 1.009
C -5.007 0.672 4.015
H -0.789 -4.026 6.513
C 3.600 -0.750 -5.198
O 4.177 -1.221 2.626
C -3.568 1.811 -5.372
C -2.394 4.695 1.091
Br 0.106 -4.868 0.687
H -1.097 0.763 4.291
C -3.827 5.192 1.331
O 2.101 4.784 2.019
H -4.283 0.418 -3.461
H -5.792 1.418 4.139
H 7.195 -0.350 2.629
H 0.312 1.897 0.372
H -4.214 4.831 2.283
H 0.488 0.784 5.159
O 1.228 3.526 0.272
O -2.457 4.001 -0.098
O 0.732 1.162 -2.317
H -0.921 -2.206 0.817
O 3.242 0.773 3.286
H -1.194 1.415 0.302
C 5.498 -1.691 2.363
H 2.315 -2.348 -3.544
H 1.517 -0.449 -5.770
H -1.685 -0.972 1.827
O 1.525 -4.626 4.273
O -4.528 4.736 0.194
H 4.080 0.200 -5.433
H 0.183 -0.391 -0.623
H -4.538 1.347 -5.547
C 5.403 -2.666 1.210
O 3.259 3.131 1.350
C 1.217 -0.725 1.221
H 5.039 2.451 -3.230
O 0.454 1.992 3.621
C 4.196 0.153 2.824
C 5.511 1.838 -1.244
```

Löwdin population analysis, charges in e, atoms 1 to 8: O 0.0805; Br 0.5694; H 0.0701; C -0.0117; Br 0.5990; Br 0.4819; H 0.1453; H 0.0896


Record 2
A structure of composition C33H55Br3Cl6N2O14Zr in a non-equilibrium geometry, computed with wB97M-V/def2-TZVPD.

Its spin multiplicity is 1. As for the net charge: +2. As for the highest occupied orbital energy: -13.1 eV. As for the frontier orbital gap: 4.47 eV. As for the max |F|: 8.7 eV/Å.

Geometry as XYZ:
```
114
C33H55Br3Cl6N2O14Zr (wB97M-V/def2-TZVPD)
Cl -19.202 9.476 -19.055
O -20.263 8.629 -14.438
Cl -14.290 1.804 -19.305
H -15.662 9.011 -17.321
H -19.240 5.302 -25.473
H -21.057 2.049 -25.073
C -18.620 3.915 -23.533
C -23.426 3.942 -23.943
O -19.854 4.127 -19.178
H -16.356 4.975 -16.195
C -17.568 -1.596 -17.107
H -20.999 5.427 -16.343
O -17.964 -2.406 -18.021
C -19.890 6.966 -12.775
Cl -21.591 8.831 -20.359
C -22.318 4.944 -23.850
C -20.554 8.311 -19.047
H -14.655 11.044 -17.432
H -23.056 5.904 -25.625
C -22.673 6.074 -22.806
C -13.033 2.509 -18.273
O -13.225 9.688 -18.169
H -16.625 6.556 -15.567
O -18.768 -0.167 -21.702
O -18.633 10.056 -13.941
C -22.062 5.625 -25.274
H -16.559 -0.508 -19.457
H -17.596 0.710 -15.121
H -21.828 6.760 -22.741
C -15.437 9.388 -18.319
Br -16.331 6.422 -11.627
H -17.430 3.141 -16.355
H -23.644 3.575 -22.940
H -16.476 3.563 -17.906
H -20.383 6.867 -11.807
H -22.825 5.758 -21.775
N -19.062 4.866 -18.207
H -21.067 6.688 -14.384
H -18.490 4.973 -23.304
C -17.549 5.933 -20.086
Cl -11.895 3.632 -19.187
H -19.342 6.120 -13.189
H -18.275 5.051 -14.791
H -21.790 3.654 -26.375
C -17.240 -0.318 -15.197
O -19.036 8.156 -12.681
H -15.982 6.597 -17.977
O -21.110 3.854 -22.116
Cl -12.133 1.182 -17.499
H -17.579 7.299 -17.891
H -18.871 2.677 -15.487
O -16.324 -1.202 -17.089
O -17.696 1.065 -20.150
O -14.712 8.427 -18.975
C -15.919 -0.462 -15.956
H -16.451 8.943 -11.837
C -18.512 3.040 -16.450
C -21.335 4.632 -26.223
C -19.273 9.018 -13.691
C -17.972 -0.975 -21.078
Zr -21.528 2.875 -20.100
H -21.554 6.589 -25.229
H -24.335 4.358 -24.378
Br -14.089 8.631 -10.910
H -17.120 3.342 -19.471
H -23.165 3.129 -24.621
H -18.088 6.864 -19.912
H -21.041 3.654 -16.747
C -20.121 2.271 -24.561
C -14.414 10.484 -18.336
N -21.032 4.411 -23.388
H -21.797 8.021 -13.326
H -21.102 5.072 -27.192
Br -15.217 8.142 -13.833
H -18.035 5.364 -20.878
H -18.933 2.329 -17.161
H -20.541 4.211 -15.159
C -17.032 5.827 -16.267
C -20.907 7.567 -13.761
H -17.272 -0.814 -14.227
H -15.686 4.341 -19.157
H -18.905 6.385 -15.612
H -16.090 0.269 -20.987
H -13.652 2.996 -17.520
H -15.350 0.421 -16.248
H -16.490 6.134 -20.252
O -18.170 -1.029 -16.028
C -18.688 1.064 -20.946
H -16.339 9.545 -18.911
Cl -21.533 8.107 -17.491
C -19.926 4.457 -25.534
H -19.490 3.861 -26.336
C -18.391 5.443 -15.801
H -20.153 7.302 -19.145
H -20.153 1.805 -23.576
H -23.495 6.757 -23.021
C -15.655 8.206 -11.945
H -15.334 -1.082 -15.277
C -19.067 4.436 -16.775
C -16.698 4.110 -18.823
O -19.646 1.855 -20.856
C -17.022 6.375 -17.735
H -19.247 1.918 -25.110
H -17.482 -1.620 -21.807
H -18.388 3.192 -22.751
H -14.471 11.066 -19.256
C -13.475 8.537 -18.659
C -20.521 4.455 -16.221
C -16.930 -0.095 -20.395
O -12.576 7.771 -18.899
C -19.983 3.747 -24.269
H -18.447 -1.755 -20.482
H -17.804 3.777 -24.242
C -17.660 5.322 -18.666
```

Löwdin population analysis, charges in e, atoms 1 to 8: Cl 0.5678; O 0.0505; Cl 0.5506; H 0.1291; H 0.1345; H 0.0866; C -0.0105; C -0.0212


Record 3
A structure of composition C33H55IrN6O3PS in a non-equilibrium geometry, computed with wB97M-V/def2-TZVPD.

Its spin multiplicity is 2. As for the net charge: +2. As for the highest occupied orbital energy (alpha / beta): -13.5 / -13.2 eV. As for the frontier orbital gap (alpha / beta): 6.56 / 6.30 eV. The energy above the lowest of the compared OMol25 structures with the same formula, charge and spin is 66.8 kcal per mole. As for the max |F|: 2.6 eV/Å.

Geometry as XYZ:
```
100
C33H55IrN6O3PS (wB97M-V/def2-TZVPD)
H -4.396 -0.611 -4.519
H -3.447 2.165 -2.224
H -4.987 0.722 -3.511
H -2.995 -1.281 0.895
H -0.334 -4.153 2.909
C 4.782 -0.129 -0.166
H 1.984 -0.566 6.701
H -1.567 0.915 -4.995
H 2.894 -4.949 5.078
N -1.470 -0.536 -1.078
H 2.307 -1.353 2.175
C -2.236 3.487 2.109
H 0.487 -4.785 4.907
H -2.189 -3.419 -0.587
C 2.752 0.585 0.897
C 4.128 0.577 0.846
H -2.327 2.453 -3.541
N 0.377 -3.535 3.275
H 6.676 -0.902 0.428
S 0.030 -2.480 0.914
O 1.175 2.599 -1.196
H 6.692 0.810 0.038
C 0.034 4.514 0.254
C 3.981 -0.806 -1.085
H -4.943 1.159 -1.365
H -5.332 0.668 0.273
H 1.041 4.698 0.636
H 2.231 1.144 1.666
P -2.752 -0.923 -1.947
N 1.626 -1.606 2.878
C -4.290 -0.857 -0.808
H -6.376 -1.310 -0.869
H 0.156 -0.384 8.358
H 2.205 -5.130 2.089
H -4.712 -1.253 1.252
C 6.273 -0.152 -0.255
H -2.199 -0.453 7.611
H -3.674 1.119 -0.116
O 2.811 -0.248 4.204
C -1.284 2.597 1.378
H -2.355 -4.660 -1.823
H -4.062 1.055 -4.965
H 1.251 1.906 -1.865
H -2.724 -0.723 5.202
H -0.726 -0.009 -3.749
C 1.096 -3.994 4.475
C 0.949 -0.622 6.388
C 0.702 -2.540 2.489
H -0.342 -2.499 -2.162
H 1.149 -3.181 5.197
C -4.152 0.371 -4.118
H -5.706 -1.024 -2.466
H -3.276 -4.035 -4.070
H 3.149 -3.671 3.900
H 1.966 -1.291 -1.665
C -2.832 0.380 -3.347
C -0.075 -0.515 7.310
H -0.930 -0.937 3.573
C -0.303 3.073 0.415
H 3.547 -5.921 2.908
H -0.762 -3.855 -3.212
H -0.665 5.155 0.780
H -1.695 4.184 2.749
C 2.502 -4.511 4.159
N 0.229 2.159 -0.313
C -1.667 0.082 -4.296
C 2.607 -0.766 -0.967
H -4.022 -2.647 0.437
H 4.424 -1.363 -1.899
Ir -0.206 -0.015 0.280
H 4.689 1.126 1.591
C -0.975 -2.806 -2.995
H -3.784 -3.804 -1.281
C -3.361 -2.975 -3.819
C -1.399 -0.561 6.890
O -2.131 0.654 2.202
H 1.895 -6.405 3.280
H -0.707 -2.231 -3.876
H 0.057 4.769 -0.805
H -5.401 -2.557 -1.626
C 0.654 -0.815 5.037
N 1.997 -0.084 0.008
H -1.742 1.733 -2.034
C 2.532 -5.551 3.042
H -2.843 4.059 1.405
N -1.312 1.309 1.534
H -2.886 2.879 2.731
C -2.457 -2.683 -2.621
C 1.780 -0.857 4.079
H -1.831 -0.815 -4.889
C -2.577 1.762 -2.734
C -1.698 -0.722 5.544
C -4.564 0.618 -0.501
H -3.073 -2.412 -4.704
H -4.410 -2.778 -3.605
C -2.726 -3.685 -1.498
C -5.500 -1.481 -1.499
H 6.606 -0.401 -1.260
C -0.675 -0.856 4.621
C -3.972 -1.565 0.512
```

Löwdin population analysis, charges in e, atoms 1 to 8: H 0.0708; H 0.0654; H 0.0724; H 0.0291; H 0.1481; C -0.2213; H 0.1290; H 0.0980